19
Properties=species:S:1:pos:R:3:forces:R:3 method="wB97M-V/def2-TZVPD" smiles="C=C[C@]1(N)C[C@H]1CO" de_lowest_kcal_mol=49.1 largest_force_ev_per_a=2.50 lumo_ev=0.92 molar_mass_g_mol=113.16 homo_lumo_gap_ev=10.5
C 2.51958 -0.23053 0.76732 -0.681 -0.073 -0.543
C 1.70982 -0.63802 -0.21843 -0.298 -0.100 0.317
C 0.18267 -0.42100 -0.33528 2.494 0.130 0.039
N -0.61481 -1.60331 -0.07640 -0.147 0.061 0.108
C -0.22353 0.55385 -1.41246 -0.037 0.155 0.002
C -0.27609 0.94840 0.04167 -1.875 0.132 0.593
C -1.65247 1.11282 0.73924 0.369 -0.315 -0.639
O -2.69982 0.40440 0.09616 0.300 -0.177 -0.077
H 3.57821 -0.47314 0.76199 -0.159 0.016 -0.018
H 2.15240 0.36957 1.59445 0.004 -0.025 -0.042
H 2.15258 -1.24032 -1.01175 -0.104 -0.008 -0.021
H -0.40697 -1.97301 0.85151 -0.042 0.193 -0.201
H -0.37901 -2.34619 -0.73356 -0.094 0.272 0.045
H -1.15687 0.39715 -1.94162 -0.050 -0.054 0.265
H 0.54768 1.00525 -2.02737 0.082 -0.190 0.121
H 0.41044 1.69168 0.42840 0.384 -0.305 -0.160
H -1.57790 0.76817 1.77558 0.168 0.127 0.116
H -1.91662 2.17350 0.74368 -0.078 -0.121 0.007
H -2.34930 -0.49930 -0.04313 -0.238 0.282 0.089